(1)
14
Properties=species:S:1:pos:R:3 method="wB97M-V/def2-TZVPD" homo_lumo_gap_ev=9.7 molar_mass_g_mol=88.1 homo_energy_ev=-9.2 relative_energy_kj_mol=144.5 total_charge=0 smiles="CC=C=P.C"
C 1.04268 -0.19479 -0.37988
C 0.62474 -1.40620 -0.15473
C 2.05282 0.54175 0.44578
C -2.46860 0.92566 -0.03699
P 0.20350 -2.93268 0.22522
H 0.46216 0.39417 -1.13982
H -3.03280 1.90706 -0.23550
H 2.79348 1.26093 -0.18020
H 2.67382 -0.07239 1.10744
H 1.45666 1.33331 1.06146
H -1.50907 1.08372 0.22707
H -2.42342 0.30586 -0.98329
H -3.00143 0.47897 0.70526
H 1.12545 -3.62537 -0.66180



(2)
20
Properties=species:S:1:pos:R:3 method="wB97M-V/def2-TZVPD" homo_lumo_gap_ev=8.5 molar_mass_g_mol=101.2 homo_energy_ev=-13.2 relative_energy_kj_mol=305.4 total_charge=+1
C -0.64141 -1.35345 -0.13472
C 0.20967 -0.15436 -0.33752
C 1.64316 0.11686 -0.20031
C 2.25704 1.43256 -0.38656
C 2.44328 -0.98807 0.40856
N -1.92594 -1.19457 -0.35818
N -3.34283 0.92388 0.33408
H -0.07123 -2.21198 0.08417
H -0.44075 0.69461 -0.49275
H 2.94132 1.55394 -1.32313
H 2.92221 1.57528 0.55304
H 1.44037 2.13158 -0.34729
H 3.54265 -0.58468 0.50608
H 2.32243 -1.63838 -0.45058
H 2.15913 -1.22137 1.45183
H -2.44119 -2.10810 -0.04938
H -2.39038 -0.24680 -0.32842
H -3.11999 1.66016 0.94958
H -4.11428 0.33856 0.69417
H -3.39324 1.27436 -0.57268



(3)
6
Properties=species:S:1:pos:R:3 method="wB97M-V/def2-TZVPD" homo_lumo_gap_ev="7.7 / 7.6" molar_mass_g_mol=65.1 homo_energy_ev="-9.5 / -9.3" relative_energy_kj_mol=111.4 total_charge=0 smiles="O=S.N"
N -1.13246 -0.38462 0.19735
O 1.14079 0.98838 0.12258
S 2.34084 0.49216 -0.52973
H -0.76300 0.55123 0.22264
H -0.49639 -0.92321 0.78829
H -1.08978 -0.72393 -0.80113



(4)
74
Properties=species:S:1:pos:R:3 method="wB97M-V/def2-TZVPD" homo_lumo_gap_ev="3.6 / 3.4" molar_mass_g_mol=1105.5 homo_energy_ev="-12.9 / -12.9" relative_energy_kj_mol=101.1 total_charge=+2
Re 0.64829 1.48483 1.93476
S 5.81070 0.70935 0.90104
Sb 6.63927 2.87646 1.92722
S 2.83992 1.86408 1.13376
S 4.02297 0.34490 1.72274
S 4.88827 3.51485 3.10271
O 0.83146 -0.57395 2.22469
C 0.17050 -0.83414 1.13600
O -0.04552 0.19599 0.41330
C -0.27921 -2.18037 0.76303
C -1.03860 -2.20700 -0.59647
Ge 0.09897 -2.06135 -2.25162
C 0.22799 -3.85073 -3.02368
C 1.45499 -4.47033 -3.27249
C 1.53072 -5.80287 -3.68504
C 0.35829 -6.52369 -3.86405
C -0.90024 -5.90408 -3.73920
C -0.93006 -4.56685 -3.31122
C 1.87727 -1.50862 -1.68571
C 2.62211 -2.43420 -1.00957
C 4.02017 -2.37434 -1.03294
C 4.69614 -1.39649 -1.67837
C 3.94737 -0.34176 -2.19746
C 2.58196 -0.43809 -2.27336
C -0.56460 -0.56042 -3.31013
C -0.85487 0.70124 -2.73174
C -1.15200 1.83379 -3.48525
C -1.20468 1.67883 -4.87165
C -0.97722 0.43979 -5.50746
C -0.66453 -0.67549 -4.73811
H -0.96734 -2.38839 1.57224
H 0.60998 -2.84162 0.81297
H -1.65546 -1.26403 -0.51830
H -1.75322 -3.01383 -0.71973
H 2.40914 -3.97965 -3.09402
H 2.52030 -6.33322 -3.72506
H 0.44328 -7.57697 -4.08178
H -1.84816 -6.44775 -3.88300
H -1.93605 -4.10639 -3.16712
H 2.10329 -3.18943 -0.43847
H 4.60155 -3.14928 -0.51470
H 5.74364 -1.37458 -1.68695
H 4.45032 0.49151 -2.75296
H 2.01420 0.21552 -2.88955
H -0.73537 0.90418 -1.68960
H -1.32899 2.86096 -3.06724
H -1.31370 2.55058 -5.46446
H -0.90886 0.38684 -6.63707
H -0.42223 -1.59450 -5.34447
F -3.65226 6.05861 5.30665
C -2.72354 5.38355 4.60619
C -2.19762 4.21559 5.15677
F -2.65682 3.75113 6.33498
C -1.11659 3.59932 4.58901
F -0.48488 2.56816 5.16252
C -0.59544 4.16142 3.43602
S 0.95574 3.50162 2.86884
C -1.14542 5.30742 2.87843
F -0.65112 5.80524 1.74730
C -2.13269 5.98872 3.45903
F -2.52029 7.21513 3.07543
N -1.08662 -0.13479 4.32460
C -1.92555 0.62371 3.60699
C -3.27655 0.66952 3.85039
C -4.10193 1.58081 3.23442
C -3.53046 2.37711 2.24788
C -2.20599 2.22695 1.91301
N -1.38177 1.39650 2.58389
H -1.37900 -0.44701 5.25365
H -0.08338 -0.22613 4.08174
H -3.73153 -0.05136 4.45783
H -5.16554 1.58520 3.45489
H -4.09328 3.03187 1.66975
H -1.79964 2.72244 0.99533